# 1
Computed, not measured: C12H5Cl6MnN2O8 as an isolated structure, with ωB97M-V with the def2-TZVPD basis set.

The calculated total energy is -138334.9128 eV. Its energy relative to the best compared isomer or geometry (same formula, charge and spin) is 58.49 kJ/mol. As for the multiplicity: 5.

Element x y z (Å)
1 Mn -1.07372 -0.23213 -0.79634
2 C 1.61058 -2.88026 0.58202
3 C 1.89280 -1.57299 -0.06544
4 N 0.99671 -0.67112 -0.42011
5 C 1.68419 0.38441 -0.97161
6 C 3.01845 0.12297 -0.94695
7 N 3.12385 -1.11228 -0.36393
8 C 4.25187 0.83525 -1.37134
9 O 4.09001 2.00990 -1.93733
10 O 5.32341 0.30815 -1.19463
11 C 0.92034 1.51162 -1.55286
12 O 1.48455 2.45281 -2.08299
13 O -0.37663 1.35052 -1.52374
14 H 0.55005 -3.09991 0.49967
15 H 1.88191 -2.85423 1.63900
16 H 2.17711 -3.67940 0.10359
17 H 4.00931 -1.56937 -0.21014
18 H 3.12723 2.25370 -2.00893
19 Cl -3.36635 1.83141 -1.15144
20 C -2.83896 1.65880 0.48164
21 C -1.86445 0.71766 0.77958
22 C -1.51214 0.49879 2.09612
23 Cl -0.39426 -0.75609 2.49393
24 C -2.07410 1.26290 3.11873
25 Cl -1.60667 1.01018 4.75079
26 C -3.02370 2.23238 2.80425
27 Cl -3.71936 3.18360 4.05179
28 C -3.42606 2.42473 1.48301
29 Cl -4.63154 3.58017 1.09978
30 O -0.86664 -1.70412 -2.49305
31 Cl -2.09173 -2.29904 -1.92817
32 O -2.30850 -3.62370 -2.32635
33 O -1.81574 -2.19232 -0.45026
34 O -3.15185 -1.38296 -2.18831


# 2
Computed, not measured: C12H5F5N3O5S2SeTi as an isolated structure, with ωB97M-V with the def2-TZVPD basis set.

The calculated total energy is -150955.7992 eV. Its charge is -2. Its energy relative to the best compared isomer or geometry (same formula, charge and spin) is 79.33 kJ/mol. As for the multiplicity: 2.

Element x y z (Å)
1 Ti -0.39177 0.42250 0.05386
2 S -1.65372 -0.40765 4.67253
3 C -1.10834 -0.14117 3.17069
4 N -0.66979 0.08216 2.11098
5 F 6.25584 0.21703 -1.62959
6 C 4.91316 0.35381 -1.59589
7 C 4.19650 0.05107 -0.45214
8 F 4.84704 -0.37563 0.64276
9 C 2.82815 0.19602 -0.44772
10 F 2.11774 -0.07398 0.66844
11 C 2.08842 0.63713 -1.55883
12 O 0.80984 0.77195 -1.50898
13 C 2.85783 0.94317 -2.69622
14 F 2.24635 1.38629 -3.80546
15 C 4.22943 0.79967 -2.71134
16 F 4.92974 1.09584 -3.82336
17 O -2.14203 0.06930 -0.76743
18 Se -1.89108 -1.58177 -1.15006
19 O -2.98018 -2.51966 -0.45512
20 O -0.40478 -1.60739 -0.35726
21 O -1.74028 -1.77608 -2.72759
22 C 1.68390 1.99560 4.75895
23 C 0.94380 2.99409 3.92179
24 C 0.47202 4.19516 4.44365
25 C -0.21181 5.01270 3.56082
26 N -0.46566 4.68471 2.30522
27 C -0.00397 3.48395 1.88660
28 S -0.36975 3.00529 0.26360
29 N 0.73809 2.66416 2.65561
30 H 1.95756 2.40647 5.73161
31 H 2.58022 1.66745 4.23092
32 H 1.05042 1.11757 4.90652
33 H 0.63121 4.47674 5.47620
34 H -0.58837 5.98078 3.88719